Entry 1:
Here is the molecule CH2N2O4S at a distorted geometry from the OMol25 dataset. Energies are from the ωB97M-V functional and the def2-TZVPD basis.

Last columns: bonded neighbours and bond lengths (Å).
Element x y z (Å)
1 C -3.292 -0.633 0.292  N2 1.140, O7 1.255
2 N -4.177 -1.048 -0.295  C1 1.140
3 N 0.047 0.205 -0.550  O6 1.359, S8 1.610, H9 0.989
4 O -2.019 1.386 -1.125  S8 1.433
5 O -0.785 1.895 0.994  S8 1.446
6 O 0.817 -0.342 0.427  N3 1.359, H10 0.972
7 O -2.362 -0.196 1.012  C1 1.255, S8 1.875
8 S -1.265 0.949 0.012  N3 1.610, O4 1.433, O5 1.446, O7 1.875
9 H 0.175 -0.212 -1.437  N3 0.989
10 H 0.810 0.214 1.224  O6 0.972

The calculation puts the total energy at -23066.0810 eV. Its multiplicity is 3. As for the energy above the lowest of the compared OMol25 structures with the same formula, charge and spin: 14.9 kcal per mole. As for the expectation value of S²: 2.01. For the orbital gap (alpha / beta), the calculation gives 6.8834 / 5.1530 eV.

Mulliken population analysis, charges in e, atoms 1 to 5:
1. C 0.535
2. N -0.429
3. N 0.029
4. O -0.559
5. O -0.597


Entry 2:
Here is a cluster of 9 separate species, C52H59IN2OP in total at a distorted geometry from the OMol25 dataset. Energies are from the ωB97M-V functional and the def2-TZVPD basis.

Last columns: bonded neighbours and bond lengths (Å).
Element x y z (Å)
1 N 4.477 5.248 -0.877  P2 1.568, H10 1.015
2 P 3.171 6.058 -1.189  N1 1.568, C3 1.879, H11 1.409, H12 1.406
3 C 1.934 4.912 -2.018  P2 1.879, C4 1.512, O9 1.425, H13 1.082
4 C 0.764 4.466 -1.171  C3 1.512, N5 1.514, H14 1.083, H15 1.083
5 N -0.436 5.388 -1.229  C4 1.514, C6 1.503, H16 1.023, H17 1.025
6 C -0.296 6.654 -2.026  N5 1.503, I7 2.149, C8 1.551, H18 1.076
7 I 0.063 8.349 -0.755  C6 2.149
8 C 0.704 6.542 -3.206  C6 1.551, O9 1.402, H19 1.083, H20 1.085
9 O 1.400 5.326 -3.273  C3 1.425, C8 1.402
10 H 5.293 5.687 -1.292  N1 1.015
11 H 2.497 6.431 -0.009  P2 1.409
12 H 3.304 7.224 -1.965  P2 1.406
13 H 2.527 4.026 -2.207  C3 1.082
14 H 0.426 3.521 -1.578  C4 1.083
15 H 1.075 4.249 -0.156  C4 1.083
16 H -0.650 5.662 -0.267  N5 1.023
17 H -1.247 4.843 -1.538  N5 1.025
18 H -1.270 6.861 -2.436  C6 1.076
19 H 0.143 6.625 -4.129  C8 1.083
20 H 1.370 7.397 -3.177  C8 1.085
21 C -2.332 2.665 -3.425  C22 1.388, C26 1.390, H27 1.086
22 C -2.376 1.306 -3.146  C21 1.388, C23 1.387, H28 1.083
23 C -3.543 0.738 -2.658  C22 1.387, C24 1.389, H29 1.082
24 C -4.668 1.527 -2.453  C23 1.389, C25 1.387, H30 1.082
25 C -4.625 2.886 -2.729  C24 1.387, C26 1.389, H31 1.082
26 C -3.455 3.456 -3.213  C21 1.390, C25 1.389, H32 1.085
27 H -1.418 3.107 -3.813  C21 1.086
28 H -1.500 0.691 -3.310  C22 1.083
29 H -3.578 -0.321 -2.437  C23 1.082
30 H -5.579 1.082 -2.076  C24 1.082
31 H -5.502 3.499 -2.570  C25 1.082
32 H -3.422 4.518 -3.431  C26 1.085
33 C -7.985 -0.294 -3.537  C34 1.388, C38 1.388, H39 1.083
34 C -8.841 0.789 -3.677  C33 1.388, C35 1.388, H40 1.083
35 C -10.189 0.651 -3.379  C34 1.388, C36 1.388, H41 1.082
36 C -10.679 -0.569 -2.936  C35 1.388, C37 1.388, H42 1.082
37 C -9.823 -1.652 -2.793  C36 1.388, C38 1.387, H43 1.082
38 C -8.475 -1.516 -3.096  C33 1.388, C37 1.387, H44 1.082
39 H -6.934 -0.188 -3.775  C33 1.083
40 H -8.458 1.741 -4.022  C34 1.083
41 H -10.858 1.493 -3.495  C35 1.082
42 H -11.730 -0.677 -2.702  C36 1.082
43 H -10.206 -2.603 -2.447  C37 1.082
44 H -7.808 -2.361 -2.990  C38 1.082
45 C 2.353 1.198 3.227  C46 1.388, C50 1.389, H51 1.082
46 C 2.713 1.904 2.088  C45 1.388, C47 1.387, H52 1.083
47 C 2.015 1.705 0.907  C46 1.387, C48 1.388, H53 1.085
48 C 0.954 0.810 0.861  C47 1.388, C49 1.386, H54 1.084
49 C 0.593 0.108 2.000  C48 1.386, C50 1.388, H55 1.082
50 C 1.295 0.299 3.182  C45 1.389, C49 1.388, H56 1.082
51 H 2.899 1.347 4.149  C45 1.082
52 H 3.538 2.606 2.121  C46 1.083
53 H 2.306 2.243 0.010  C47 1.085
54 H 0.411 0.657 -0.065  C48 1.084
55 H -0.233 -0.590 1.963  C49 1.082
56 H 1.018 -0.255 4.070  C50 1.082
57 C -1.226 -2.826 0.209  C58 1.388, C62 1.387, H63 1.084
58 C -2.147 -2.756 1.245  C57 1.388, C59 1.388, H64 1.083
59 C -2.618 -3.921 1.833  C58 1.388, C60 1.388, H65 1.082
60 C -2.164 -5.154 1.388  C59 1.388, C61 1.388, H66 1.082
61 C -1.242 -5.223 0.353  C60 1.388, C62 1.387, H67 1.082
62 C -0.775 -4.059 -0.239  C57 1.387, C61 1.387, H68 1.082
63 H -0.858 -1.916 -0.251  C57 1.084
64 H -2.498 -1.793 1.596  C58 1.083
65 H -3.339 -3.868 2.639  C59 1.082
66 H -2.529 -6.063 1.849  C60 1.082
67 H -0.887 -6.186 0.008  C61 1.082
68 H -0.058 -4.114 -1.049  C62 1.082
69 C 3.302 5.319 5.996  C70 1.388, C74 1.388, H75 1.082
70 C 3.819 4.553 4.961  C69 1.388, C71 1.388, H76 1.083
71 C 4.589 3.434 5.244  C70 1.388, C72 1.387, H77 1.083
72 C 4.837 3.077 6.562  C71 1.387, C73 1.388, H78 1.082
73 C 4.318 3.842 7.597  C72 1.388, C74 1.388, H79 1.082
74 C 3.552 4.964 7.314  C69 1.388, C73 1.388, H80 1.082
75 H 2.704 6.195 5.776  C69 1.082
76 H 3.623 4.828 3.932  C70 1.083
77 H 4.999 2.838 4.438  C71 1.083
78 H 5.436 2.202 6.780  C72 1.082
79 H 4.511 3.564 8.624  C73 1.082
80 H 3.152 5.563 8.121  C74 1.082
81 C 4.055 -1.111 5.878  C82 1.388, C86 1.388, H87 1.083
82 C 5.005 -0.927 6.873  C81 1.388, C83 1.388, H88 1.083
83 C 6.109 -1.765 6.940  C82 1.388, C84 1.388, H89 1.082
84 C 6.265 -2.782 6.010  C83 1.388, C85 1.388, H90 1.082
85 C 5.315 -2.965 5.015  C84 1.388, C86 1.388, H91 1.082
86 C 4.208 -2.132 4.950  C81 1.388, C85 1.388, H92 1.083
87 H 3.192 -0.459 5.828  C81 1.083
88 H 4.883 -0.131 7.596  C82 1.083
89 H 6.848 -1.625 7.719  C83 1.082
90 H 7.127 -3.434 6.061  C84 1.082
91 H 5.438 -3.759 4.289  C85 1.082
92 H 3.465 -2.276 4.176  C86 1.083
93 C 1.419 0.352 -4.168  C94 1.388, C98 1.388, H99 1.085
94 C 1.255 -0.996 -3.881  C93 1.388, C95 1.387, H100 1.083
95 C 1.933 -1.948 -4.628  C94 1.387, C96 1.388, H101 1.082
96 C 2.777 -1.551 -5.655  C95 1.388, C97 1.388, H102 1.082
97 C 2.941 -0.202 -5.939  C96 1.388, C98 1.387, H103 1.082
98 C 2.260 0.751 -5.197  C93 1.388, C97 1.387, H104 1.083
99 H 0.887 1.096 -3.584  C93 1.085
100 H 0.601 -1.306 -3.076  C94 1.083
101 H 1.805 -3.000 -4.409  C95 1.082
102 H 3.308 -2.293 -6.236  C96 1.082
103 H 3.601 0.106 -6.740  C97 1.082
104 H 2.384 1.803 -5.421  C98 1.083
105 C -1.329 -8.830 -1.380  C106 1.388, C110 1.388, H111 1.083
106 C -0.808 -9.589 -2.419  C105 1.388, C107 1.387, H112 1.082
107 C -0.036 -10.708 -2.142  C106 1.387, C108 1.388, H113 1.082
108 C 0.211 -11.072 -0.825  C107 1.388, C109 1.387, H114 1.082
109 C -0.312 -10.316 0.214  C108 1.387, C110 1.388, H115 1.082
110 C -1.079 -9.193 -0.064  C105 1.388, C109 1.388, H116 1.083
111 H -1.931 -7.957 -1.597  C105 1.083
112 H -1.005 -9.308 -3.446  C106 1.082
113 H 0.373 -11.297 -2.952  C107 1.082
114 H 0.810 -11.947 -0.609  C108 1.082
115 H -0.122 -10.601 1.240  C109 1.082
116 H -1.484 -8.602 0.748  C110 1.083

The calculation puts the total energy at -77288.9420 eV. The charge is +1. For the orbital gap, the calculation gives 6.6793 eV.

Mulliken population analysis, charges in e, atoms 1 to 5:
1. N -0.696
2. P 0.356
3. C -0.207
4. C -0.708
5. N 0.169


Copy entry 1 word for word.
Here is the molecule CH2N2O4S at a distorted geometry from the OMol25 dataset. Energies are from the ωB97M-V functional and the def2-TZVPD basis.

Last columns: bonded neighbours and bond lengths (Å).
Element x y z (Å)
1 C -3.292 -0.633 0.292  N2 1.140, O7 1.255
2 N -4.177 -1.048 -0.295  C1 1.140
3 N 0.047 0.205 -0.550  O6 1.359, S8 1.610, H9 0.989
4 O -2.019 1.386 -1.125  S8 1.433
5 O -0.785 1.895 0.994  S8 1.446
6 O 0.817 -0.342 0.427  N3 1.359, H10 0.972
7 O -2.362 -0.196 1.012  C1 1.255, S8 1.875
8 S -1.265 0.949 0.012  N3 1.610, O4 1.433, O5 1.446, O7 1.875
9 H 0.175 -0.212 -1.437  N3 0.989
10 H 0.810 0.214 1.224  O6 0.972

The calculation puts the total energy at -23066.0810 eV. Its multiplicity is 3. As for the energy above the lowest of the compared OMol25 structures with the same formula, charge and spin: 14.9 kcal per mole. As for the expectation value of S²: 2.01. For the orbital gap (alpha / beta), the calculation gives 6.8834 / 5.1530 eV.

Mulliken population analysis, charges in e, atoms 1 to 5:
1. C 0.535
2. N -0.429
3. N 0.029
4. O -0.559
5. O -0.597